Entry 1:
{"formula": "C5H17N4", "method": "the ωB97M-V functional and the def2-TZVPD basis", "species": ["N", "H", "C", "C", "C", "H", "H", "H", "H", "N", "N", "H", "H", "H", "H", "C", "H", "H", "H", "N", "H", "H", "H", "H", "H", "C"], "xyz": [[3.0140, 0.0760, -1.1242], [-4.2036, 1.0574, 1.5001], [2.6034, 1.0378, 1.0755], [-3.2239, 0.8530, 0.9572], [2.1017, 0.7900, -0.3781], [-0.8639, -2.4692, -0.9251], [-0.5759, -1.9754, -2.6324], [-2.3030, 1.3359, 1.3233], [-3.2763, 1.1710, -0.0854], [-3.0505, -0.6326, 1.0266], [-0.2354, -0.0989, 0.7187], [-1.3275, -0.9086, -1.4647], [1.8893, 1.7380, -1.0097], [2.2788, 1.9537, 1.6089], [-3.8424, -1.0733, 0.6194], [0.8570, -0.0187, -0.4826], [2.4617, 0.2082, 1.7142], [3.3180, -0.7386, -0.6595], [1.3412, -0.9424, -2.1339], [0.6199, -0.9174, -1.4239], [-0.2389, 0.7867, 1.2770], [-3.1527, -0.7419, 1.9556], [-1.1020, -0.5089, 0.5899], [3.8679, 0.4637, -1.4769], [3.6127, 1.1760, 1.0341], [-0.5697, -1.6215, -1.6039]], "relative_energy_kj_mol": 17.2, "e_homo_ev": -13.338, "lumo_energy_ev": -3.6, "gap_ev": 9.7475, "charge": 1}

=====

Entry 2:
{"formula": "C7H17N2O2P", "method": "the ωB97M-V functional and the def2-TZVPD basis", "species": ["H", "H", "C", "H", "H", "H", "H", "O", "O", "C", "H", "H", "H", "C", "N", "C", "C", "C", "P", "H", "H", "H", "H", "H", "H", "H", "H", "N", "C"], "xyz": [[3.7165, 0.9600, 0.8336], [3.3411, 0.0685, -1.7203], [2.0383, 0.1462, 0.1609], [0.8008, 1.5681, -0.6043], [2.7203, 0.1817, 2.0575], [1.6947, 0.5174, -1.9367], [1.9493, 2.1574, 0.4655], [-0.7537, -0.5370, -1.3589], [-3.1098, 0.0924, 0.5911], [-2.8602, 1.2413, 0.0625], [-4.1644, 2.9024, 0.1490], [0.6397, 1.4989, 1.1312], [3.7539, -0.8226, 0.9934], [2.3431, -0.1374, -1.3930], [-2.3680, -0.8907, 0.8249], [1.2700, 1.4184, 0.3475], [-0.6830, -2.9840, -0.0208], [-4.2338, 1.9481, -0.2999], [-0.6289, -1.1181, -0.0048], [-1.9558, 1.6303, -0.3054], [-4.4616, 2.1700, -1.3179], [1.2726, -1.4367, 1.3307], [-4.9978, 1.2754, -0.0310], [2.0352, -1.1588, -1.4751], [-1.2492, -3.4317, -0.7888], [-0.7597, -3.2994, 0.9798], [0.3143, -3.0658, -0.2395], [1.1013, -0.9716, 0.4836], [3.2349, 0.0773, 1.0853]], "relative_energy_kj_mol": 650.2, "e_homo_ev": [-8.336, -8.117], "lumo_energy_ev": [0.2, 0.1], "gap_ev": [8.5846, 8.1900]}

=====

Entry 3:
{"formula": "C60H101N10O8P", "method": "the ωB97M-V functional and the def2-TZVPD basis", "species": ["H", "H", "C", "H", "C", "H", "C", "H", "H", "C", "H", "C", "C", "C", "H", "H", "O", "C", "H", "H", "C", "H", "H", "H", "C", "H", "C", "H", "C", "C", "C", "H", "H", "P", "C", "N", "C", "H", "H", "O", "H", "H", "H", "H", "C", "C", "H", "H", "H", "C", "H", "O", "H", "N", "C", "C", "H", "H", "C", "H", "C", "H", "C", "H", "H", "C", "H", "H", "H", "H", "H", "H", "H", "H", "H", "C", "C", "O", "C", "O", "C", "H", "C", "H", "C", "N", "H", "H", "H", "H", "H", "C", "H", "C", "H", "H", "H", "H", "N", "N", "C", "H", "H", "H", "H", "C", "H", "H", "H", "C", "C", "O", "C", "N", "H", "H", "C", "C", "N", "H", "C", "C", "H", "H", "H", "H", "H", "C", "C", "H", "C", "C", "H", "H", "C", "H", "H", "H", "H", "C", "H", "H", "H", "H", "C", "H", "N", "H", "C", "C", "H", "H", "H", "O", "H", "H", "O", "H", "H", "H", "H", "H", "C", "C", "C", "N", "C", "H", "C", "H", "N", "C", "C", "H", "H", "H", "H", "C", "C", "H"], "xyz": [[6.7502, 14.3458, 1.9977], [-0.6177, 2.7303, 0.1469], [-12.7546, -1.7458, -3.8848], [-13.1539, -3.3550, -6.8096], [5.7366, -5.6073, 1.6222], [6.6306, 1.1334, -2.0643], [1.5110, 0.8006, 1.0699], [3.4391, -7.8572, 0.6221], [-1.0190, -0.6681, -4.4978], [5.8961, -7.0565, 1.7206], [2.0551, -0.2840, 4.0052], [7.5585, -1.8487, 1.5787], [3.2068, -1.2265, 0.0800], [-0.8455, 2.8220, -2.5784], [1.0253, 0.7381, -4.4892], [6.9207, 11.0075, 3.7917], [3.1856, 5.7584, -2.7422], [4.0888, 2.7125, -0.4975], [-13.8806, -3.9019, -1.2240], [3.8354, -3.3082, -3.5309], [1.2068, -0.5124, 1.2595], [2.1715, 10.3862, 1.9323], [-4.1276, -0.9573, -0.8221], [7.1652, 11.9322, 1.5106], [6.3046, 12.2245, 2.1142], [-9.6554, 0.6490, 1.5665], [-13.1359, -4.2329, -0.4975], [-6.1134, -1.7557, -3.1023], [0.2185, -0.8024, 3.5775], [2.8980, 9.6029, 1.7117], [5.9286, 13.6680, 1.7606], [6.9630, 2.8284, 0.4080], [-4.9255, 2.1193, 1.1727], [4.3186, 4.6702, -2.5008], [4.7422, 14.1057, 2.4959], [2.9784, 2.4501, 0.1184], [3.5973, 8.0480, -0.0818], [6.4548, -12.7372, 0.1063], [2.4448, -3.1603, -2.4091], [1.5602, -1.1048, 3.9578], [9.9032, -12.0070, 1.5109], [3.7088, -3.2907, -0.1116], [7.4590, 12.6840, 3.8939], [-0.1268, -2.0306, 1.8769], [-0.7315, 1.9927, 0.9343], [8.6073, -12.5860, -0.1349], [-3.6390, -0.4453, 1.8056], [-8.5959, 1.1296, 3.9020], [7.0167, -12.9706, -1.5492], [7.1803, -12.3991, -0.6361], [1.6262, 8.6243, 0.2486], [4.2331, -2.2773, -1.8396], [3.9889, -6.4501, -0.2941], [4.7237, 0.4326, -0.7339], [-4.7775, 1.0892, -0.7316], [-13.7283, -3.7000, -5.9481], [8.8025, -13.6466, 0.0303], [-2.4672, 3.2441, 1.3370], [8.6885, -10.3955, 1.0177], [-8.6887, -0.1050, 5.1574], [7.5570, 0.4507, 1.2451], [-0.3610, 1.6879, -4.9993], [2.8218, 8.5212, 2.7824], [3.8842, 10.0683, 1.7320], [6.9739, -11.3518, -0.8618], [6.3374, 2.0282, -1.5132], [6.9201, -7.2697, 2.0302], [7.9952, -3.2699, 3.1325], [5.7731, -8.8145, 0.5107], [-15.2900, -2.2260, -6.0962], [1.8409, 8.0430, 2.7891], [-5.8810, -0.7577, -1.0194], [1.1314, 2.8502, 1.4817], [3.6692, 6.5703, -2.9504], [3.7281, 4.7708, -0.1851], [0.0103, -0.9655, 2.0630], [0.6391, 1.8920, 1.6176], [5.6295, 5.1395, -3.0054], [8.3694, -3.0041, 2.1466], [6.5504, 0.8220, 1.7851], [-4.9049, -0.3186, -1.2604], [-0.3996, -1.5321, 4.0974], [-14.5651, -2.5714, -5.3578], [3.5754, 7.7487, 2.6221], [7.4105, 2.3277, -0.4505], [-1.8096, 3.3326, -2.2222], [-13.6811, -4.6261, 0.3632], [6.6100, -1.7893, 2.1088], [-0.9937, 1.0579, 0.4432], [-12.9583, -2.2366, 0.3397], [-3.8229, 1.4808, -1.0947], [-13.7190, -1.3702, -4.9167], [5.4222, 4.4205, -0.4453], [6.6325, 12.0390, 3.5907], [-11.7970, -2.6009, -0.9433], [0.8570, 1.6655, -2.1859], [-14.3528, -0.5789, -4.5154], [4.5323, 3.2030, -3.9636], [4.3624, 7.2478, -0.3828], [8.5355, -9.2654, 0.8947], [-3.4326, 0.5302, 1.3606], [-1.8282, 0.4360, -3.3925], [-13.0295, -4.1025, -5.2134], [7.3454, -2.0311, 0.5227], [2.9937, 8.9487, 3.7698], [4.1060, -2.3227, -0.4166], [-0.0430, 0.2013, 3.9134], [-11.5574, -5.7204, -0.3901], [5.7181, 13.7600, 0.6946], [-5.0532, -1.5312, -3.2602], [8.1611, 1.0894, 0.0248], [-4.7105, -0.3007, -2.6678], [-8.5894, 0.0530, 4.0830], [5.6063, -4.4699, 1.5457], [6.2727, 2.8421, -2.2315], [1.8102, -2.5543, 0.9173], [-0.8529, 0.0474, -3.6920], [4.1740, -7.5092, -0.1067], [3.8114, 14.4488, 3.0716], [5.7722, 12.2702, 4.2201], [5.0058, 1.6873, -0.9007], [-1.8551, 2.4958, 1.8433], [-4.8532, -1.4506, -4.3251], [9.4381, -2.8105, 2.1835], [5.4829, 11.5641, 1.8357], [1.0657, 2.9445, -3.3836], [3.9988, -8.0432, -1.0407], [-4.7413, 1.1101, 0.8038], [3.5518, 0.1260, -0.1139], [8.1994, -3.8716, 1.5129], [-7.2893, -0.4687, 3.6647], [-9.6535, -0.4140, 1.8205], [0.5365, 1.7632, 2.7002], [9.3110, -12.2469, -0.8967], [-12.2795, -5.3340, -1.1104], [-10.6814, -0.2208, 3.7021], [8.2266, 0.3306, -0.7563], [-13.1676, -0.9585, -5.7636], [-4.4610, -2.3493, -2.8352], [8.8801, -11.8364, 1.1749], [-11.7307, -4.9617, -1.9772], [-0.4266, -0.4932, -2.8434], [-10.5014, -0.8808, 1.3257], [5.2242, -7.4197, 2.5006], [-12.3110, -3.0134, -0.0711], [-5.5645, 1.7286, -1.1310], [-10.5457, -3.6562, 1.7387], [2.6685, 9.8719, -0.4329], [-2.7587, 1.4057, 2.4218], [3.5261, -3.3102, -2.4886], [8.1250, 3.0319, -0.8783], [-9.7405, -1.6931, 3.5394], [-1.3852, 3.0159, 2.6846], [8.2820, -0.6116, 1.7019], [-8.7479, -0.8622, 1.4100], [-5.5775, 0.4953, 1.1461], [3.8473, 3.3656, -3.3014], [-15.1333, -2.9442, -4.5036], [-2.2206, 0.7727, 3.1331], [5.0988, -2.2051, 0.0106], [-0.9048, -0.4668, 1.7417], [-3.5512, 1.8864, 3.0010], [0.0800, 1.1644, -4.1489], [5.5971, -7.7460, 0.3869], [-11.3206, -3.3658, 0.9443], [-6.2726, -0.8857, 3.3360], [-9.7389, -0.6235, 3.3257], [8.2084, -12.1855, 1.9610], [4.4164, 4.1573, -0.7622], [-2.7598, 0.3265, 0.5259], [-11.9995, -2.0405, -3.0734], [0.3823, 2.1702, -3.0321], [2.6913, 1.1350, 0.3577], [3.7834, -4.2872, -2.0649], [-12.9010, -6.1692, -1.4348], [9.1865, 1.3538, 0.2935], [6.3068, -7.3947, -0.3632], [2.6222, 9.0671, 0.3017], [2.0586, -1.5148, 0.7464], [-14.3676, -4.5186, -6.2770]], "e_homo_ev": -8.026, "smiles": "CCOC(=O)CCCc1nc2c(COC)cc(CCO)c(CCCCCCCCOC)c2nc1CP(=O)(O)O.CCCC#N.CCCC#N.CCCC#N.CCCC#N.CCCC#N.CCCC#N.CCCC#N.CCCC#N", "lumo_energy_ev": 0.5, "gap_ev": 8.5419}

=====

Entry 4:
{"formula": "C2H6ClNS", "method": "the ωB97M-V functional and the def2-TZVPD basis", "species": ["H", "H", "S", "H", "C", "N", "C", "H", "Cl", "H", "H"], "xyz": [[1.0200, 0.2716, -2.0231], [0.4329, -2.8753, -0.0946], [0.3458, -1.9630, -1.2121], [-0.3780, 1.0904, -1.7362], [0.4428, 0.6615, -1.2707], [-0.0624, -0.3233, 0.9335], [-0.0020, -0.4036, -0.3034], [-0.7580, 0.3862, 3.4453], [-1.6579, 1.1382, 3.9871], [0.8980, 1.5170, -0.7443], [-0.0763, -1.1346, 1.5420]], "relative_energy_kj_mol": 104.3, "e_homo_ev": -9.630, "smiles": "[H]/N=C(/C)S.Cl", "lumo_energy_ev": 0.5, "gap_ev": 10.1458}

=====

Entry 5:
{"formula": "C4H7N3O3P", "method": "the ωB97M-V functional and the def2-TZVPD basis", "species": ["O", "H", "H", "H", "C", "N", "P", "C", "H", "H", "H", "C", "N", "H", "N", "C", "O", "O"], "xyz": [[1.3829, 1.1997, -0.3473], [-0.1227, 0.2846, -0.1808], [2.1020, 0.7973, 2.0190], [-4.0074, -0.1006, 1.3018], [-3.1609, 0.0267, 0.6500], [-3.3249, 0.5569, -0.5522], [2.6452, 0.4763, 0.0163], [2.1806, -1.3050, 0.1486], [-1.4042, -0.7291, 1.8042], [-1.9966, 0.0599, -2.0931], [3.0700, -2.3216, -1.3385], [-1.8437, -0.3023, 0.9255], [-1.1049, -0.0129, -0.1861], [-1.7210, 1.6417, -1.3538], [2.4620, -2.2816, -0.5206], [-2.0145, 0.6016, -1.1333], [2.9634, 0.7792, 1.6043], [3.8946, 0.6294, -0.7639]], "relative_energy_kj_mol": 67.0, "e_homo_ev": [-3.383, -3.841], "lumo_energy_ev": [3.4, 3.6], "gap_ev": [6.8298, 7.3966], "charge": -1}

=====

Entry 6:
{"formula": "C33H77FN10O9P4S", "method": "the ωB97M-V functional and the def2-TZVPD basis", "species": ["H", "O", "H", "H", "H", "H", "H", "H", "O", "N", "O", "C", "H", "H", "C", "H", "O", "C", "C", "H", "H", "H", "N", "H", "H", "C", "H", "O", "C", "H", "H", "H", "O", "H", "H", "H", "C", "N", "C", "H", "H", "O", "N", "F", "C", "C", "H", "C", "C", "C", "N", "H", "H", "H", "P", "H", "H", "H", "C", "C", "H", "H", "H", "N", "C", "H", "O", "H", "C", "H", "H", "H", "H", "H", "H", "C", "H", "P", "C", "H", "O", "H", "H", "H", "C", "N", "H", "C", "H", "H", "C", "H", "H", "H", "H", "H", "S", "P", "H", "H", "H", "C", "C", "N", "H", "H", "C", "H", "H", "P", "H", "H", "H", "H", "H", "H", "C", "H", "C", "C", "N", "H", "H", "H", "N", "H", "C", "H", "H", "C", "H", "C", "C", "C", "H"], "xyz": [[4.2190, 0.0354, -2.6539], [-1.5671, -4.8188, -4.3192], [-1.4019, 8.1583, -0.4622], [3.4395, 1.5373, 2.8434], [-6.3998, -2.7961, 1.2213], [-0.6690, 5.8771, 1.1329], [2.7640, 6.6498, 7.4965], [0.1481, -5.5874, -7.5758], [-2.2046, 5.8117, 4.7421], [2.6828, 4.8803, 3.3877], [-2.5550, -0.1032, -0.0761], [0.6360, -8.3322, -4.2782], [-2.3494, -3.5477, 2.1232], [-4.1409, -4.5634, -0.3451], [5.4881, -1.4577, 2.0217], [-2.3558, -0.3438, 3.6715], [4.5146, 2.3844, 0.6770], [-4.7091, -3.6460, -0.5179], [-1.2705, -3.2499, -0.2796], [-1.5641, 4.9461, 3.0623], [-4.7752, -7.4824, -4.5441], [-1.2336, -2.4768, 2.9738], [-2.7336, -1.4678, 1.9203], [0.0834, -4.5930, -6.1371], [2.1033, 0.4132, 2.7111], [-1.9358, -1.7858, -2.0217], [1.7335, 7.5588, 1.5979], [0.0589, 4.7739, 4.9533], [-0.7969, 7.8894, 0.4142], [0.5618, -9.1205, -5.0332], [-4.4549, -6.4008, -2.5800], [-0.5317, -2.6886, 0.3087], [-2.0448, 3.3853, 5.2471], [0.0053, 1.2352, -1.2561], [2.3766, 0.1898, -0.5788], [-0.7546, 8.7555, 1.0798], [-1.3222, -8.7464, -2.9002], [-4.3992, -2.6648, 0.5171], [-0.2130, 2.3013, -1.3113], [-3.5840, 4.6712, -0.4339], [5.9004, 2.8346, -1.3113], [1.8580, 7.3864, 2.5400], [3.5553, 0.2288, 1.1901], [2.4235, 4.9914, 6.4562], [-1.5212, 4.2487, -0.6864], [-3.7701, -7.3408, -4.9450], [-3.8477, -6.6855, -5.8218], [6.1149, 1.8305, -1.6795], [-1.2174, -7.5310, -6.8636], [-1.3839, 5.9201, 3.5529], [-0.7022, -7.8854, -3.9061], [-1.9903, -9.4654, -3.3809], [1.7255, -0.7230, 0.7887], [-1.7196, -2.5520, -2.7719], [-1.2578, -6.3006, -4.2865], [5.8622, -0.6031, -2.4599], [7.1819, 1.6329, -1.5080], [-1.7718, -8.3406, -6.3964], [-3.6287, -5.8832, -3.0782], [-1.2512, 2.8913, -0.6274], [1.0896, 6.1095, 7.5690], [7.8947, -1.0764, 1.2212], [4.5943, -1.1448, -1.3968], [-2.8845, -6.8041, -3.9309], [1.9471, 6.2206, 6.8915], [-2.8744, -2.7600, 3.5842], [-2.5628, 6.2736, 0.2706], [-2.7962, 4.3670, 1.0954], [2.6477, -0.4403, 0.2779], [0.1861, 7.5930, 0.0228], [1.1881, -8.7289, -3.4245], [-5.7700, -3.9130, -0.5370], [1.1893, -5.9706, -6.1966], [1.7845, 8.2062, 6.1812], [5.9474, 1.8503, -2.7579], [7.1987, -0.7703, 0.4384], [-1.8735, 2.2439, -0.0042], [5.0387, 0.9618, 0.6618], [-1.4617, 6.6346, 1.0841], [-5.3873, -1.6891, 2.1179], [-1.5362, 4.9969, 6.9385], [-1.5729, 7.9832, 2.8600], [-2.7321, -1.1616, -2.4271], [-3.4538, -8.3378, -5.2606], [-0.6861, 5.0131, -1.4885], [5.2712, 0.8363, -1.0322], [-2.9660, 6.9669, 2.5850], [0.3604, 4.4295, -2.1797], [6.3654, -1.9051, 2.4972], [3.0683, -1.3835, -0.0797], [0.1889, -5.6211, -6.4857], [7.6225, 0.1168, -0.0262], [-1.6537, -4.0836, 0.3150], [-4.4813, -3.2787, -1.5132], [-4.0455, -5.0404, -3.6435], [0.1249, 8.0819, 4.5765], [-1.4157, 4.6148, 5.5743], [-3.2722, -1.3835, 0.2935], [-1.8890, -8.1821, -2.1670], [-4.0368, -0.2949, 3.1213], [1.4839, 2.6404, -2.6236], [0.0276, 5.9985, 4.1124], [-2.9918, -0.3231, 2.7851], [-2.3454, -2.4099, -0.7628], [-2.7832, 0.6176, 2.2741], [2.5036, 7.1073, 5.0128], [1.6878, 7.2020, 5.7395], [7.1567, -1.5660, -0.3116], [-2.9912, -5.4786, -2.2913], [1.3715, 5.8178, 2.7907], [2.7536, 4.1067, 2.7257], [-0.7463, -3.7206, -1.1140], [1.2343, -7.5213, -4.6868], [4.8828, -2.2698, 1.6111], [2.1908, 1.8055, 1.6151], [-5.1596, -3.4328, 2.3126], [-2.6506, 4.8642, 0.1196], [-0.4534, 7.1583, 5.9534], [-1.8647, 6.9707, 2.5508], [2.7854, 1.0377, 2.1276], [-0.8584, -6.4757, -5.9441], [-0.3276, -7.9995, -7.3065], [3.5451, 5.4086, 3.2393], [-1.0430, -1.1589, -1.9016], [5.8596, -0.5220, 0.9616], [-0.5784, -9.3125, -2.3328], [0.6369, 3.0732, -2.0959], [-0.7990, 6.0905, -1.5993], [-1.8275, -7.1301, -7.6792], [4.9689, -0.2664, -1.9155], [4.9303, -0.9777, 2.8189], [0.2704, 7.1373, 5.1294], [-5.3851, -2.6409, 1.5919], [-2.2777, -2.6131, 2.6732], [1.0301, 5.0183, -2.8090]], "e_homo_ev": -7.924, "lumo_energy_ev": 0.1, "gap_ev": 8.0204}